1.
Computed, not measured: 3 unconnected molecules or ions with the total composition C16H10FNO11 at a distorted geometry, with wB97M-V/def2-TZVPD.

Properties
E_tot = -43482.0511 eV
SMILES = O=C1C=C(O)C(=O)C=C1O.O=C1C=C(O)C(=O)C=C1O.NC1=C(F)C(=O)OC1=O
gap between HOMO and LUMO = 8.0930 eV
highest occupied orbital energy = -9.62 eV

The geometry in ORCA input format:
```
! RIJCOSX wB97M-V def2-TZVPD def2/J DEFGRID3
* xyz 0 1
N 0.115 -3.853 2.549
C 0.983 -3.440 1.500
C 2.286 -3.727 1.395
F 3.064 -4.428 2.177
C 2.706 -3.077 0.074
O 3.608 -3.451 -0.560
O 1.801 -2.064 -0.168
C 0.585 -2.626 0.274
O -0.429 -2.489 -0.251
H 0.453 -4.781 2.815
H -0.778 -4.051 2.084
C -4.180 0.440 0.965
C -2.998 -0.139 0.720
C -1.858 -0.029 1.689
O -0.804 -0.586 1.437
C -2.063 0.754 2.904
C -3.244 1.333 3.144
C -4.390 1.202 2.191
O -5.450 1.734 2.467
O -3.464 2.059 4.245
O -2.780 -0.840 -0.396
H -5.011 0.367 0.277
H -1.229 0.840 3.586
H -4.390 2.363 4.179
H -1.856 -1.161 -0.345
C 3.159 2.703 -2.000
C 2.661 1.520 -1.623
C 1.568 0.848 -2.392
O 1.167 -0.235 -2.013
C 1.029 1.534 -3.564
C 1.525 2.718 -3.939
C 2.638 3.378 -3.185
O 3.064 4.447 -3.579
O 1.055 3.377 -5.006
O 3.111 0.872 -0.542
H 3.950 3.197 -1.454
H 0.228 1.047 -4.101
H 1.579 4.198 -5.060
H 2.589 0.046 -0.493
*
```

Atom charges from the Mulliken analysis, given in e for atoms 1 to 5: atom 1 (N): -0.59, atom 2 (C): -0.07, atom 3 (C): 0.41, atom 4 (F): -0.29, atom 5 (C): 0.34



2.
Computed, not measured: a molecular structure, C16H10GaN5O7S3, with wB97M-V/def2-TZVPD.

Properties
E_tot = -123419.8271 eV
gap between HOMO and LUMO = 9.1163 eV
highest occupied orbital energy = -9.41 eV

The geometry in ORCA input format:
```
! RIJCOSX wB97M-V def2-TZVPD def2/J DEFGRID3
* xyz 0 1
Ga -0.175 -0.434 -0.142
O -1.433 0.607 3.625
S -1.509 -0.052 2.365
O -0.118 -0.134 1.729
O -2.440 0.432 1.370
C -2.002 -1.750 2.679
C -2.532 -1.954 3.941
C -3.103 -3.173 4.293
C -3.159 -4.198 3.375
C -2.621 -4.015 2.107
C -2.040 -2.809 1.752
S -1.240 -2.826 0.164
O 0.176 -2.522 0.416
O -1.581 -4.033 -0.501
O -1.687 -1.565 -0.586
H -2.500 -1.141 4.651
H -3.505 -3.303 5.289
H -3.607 -5.148 3.634
H -2.631 -4.819 1.386
O 1.287 -0.427 -1.294
N 2.327 -1.218 -1.021
C 3.278 -1.094 -1.877
C 4.457 -1.893 -1.692
N 5.414 -2.512 -1.562
C 3.206 -0.184 -2.993
N 3.162 0.537 -3.884
N -2.883 0.820 -1.582
C -1.875 1.669 -1.367
N -0.721 1.342 -0.824
C 0.140 2.451 -0.724
C 1.408 2.464 -0.158
C 2.112 3.655 -0.151
C 1.573 4.820 -0.696
C 0.306 4.816 -1.251
C -0.397 3.620 -1.249
S -2.008 3.327 -1.851
H -2.898 -0.065 -1.092
H -3.772 1.194 -1.864
H 1.850 1.575 0.269
H 3.101 3.679 0.284
H 2.147 5.736 -0.683
H -0.123 5.715 -1.670
*
```

Atom charges from the Mulliken analysis, given in e for atoms 1 to 5: atom 1 (Ga): 0.90, atom 2 (O): -0.72, atom 3 (S): 1.48, atom 4 (O): -0.45, atom 5 (O): -0.63



3.
Computed, not measured: 2 unconnected molecules or ions with the total composition C16H10N5O8 at a distorted geometry, with wB97M-V/def2-TZVPD.

Properties
E_tot = -40571.8355 eV
energy above the lowest of the compared OMol25 structures with the same formula, charge and spin = 27.1 kcal/mol
gap between HOMO and LUMO = 3.1317 eV
highest occupied orbital energy = -3.44 eV

The geometry in ORCA input format:
```
! RIJCOSX wB97M-V def2-TZVPD def2/J DEFGRID3
* xyz -1 1
C 2.382 -1.540 -1.459
C 1.389 -1.222 -2.547
C 0.061 -1.016 -1.974
C -0.951 -1.860 -2.502
C -2.389 -1.681 -2.069
C -3.215 -2.810 -2.163
C -4.592 -2.712 -1.971
C -5.169 -1.461 -1.692
C -4.347 -0.329 -1.565
C -2.960 -0.439 -1.763
O -0.720 -2.778 -3.322
O 1.695 -1.125 -3.737
H 2.039 -2.332 -0.776
H 3.343 -1.838 -1.876
H 2.530 -0.632 -0.873
H -0.110 -0.402 -1.091
H -2.769 -3.760 -2.453
H -5.196 -3.616 -2.045
H -6.253 -1.379 -1.576
H -4.793 0.638 -1.313
H -2.323 0.447 -1.721
O 2.584 4.762 4.334
N 1.899 3.814 3.990
C 1.808 3.004 2.866
C 0.754 2.118 3.093
N 0.105 2.400 4.265
O 0.832 3.419 4.808
C 0.574 1.026 2.155
N -0.132 -0.187 2.493
O -0.441 -0.460 3.661
O -0.378 -0.957 1.527
C 1.368 0.960 0.987
C 2.550 1.706 0.960
N 3.827 1.350 0.508
O 4.242 0.436 -0.187
O 4.729 2.244 1.076
N 4.112 3.126 1.929
C 2.789 2.776 1.860
H 1.127 0.312 0.164
*
```

Atom charges from the Mulliken analysis, given in e for atoms 1 to 5: atom 1 (C): -0.22, atom 2 (C): 0.61, atom 3 (C): -0.22, atom 4 (C): 0.33, atom 5 (C): 0.48



4.
Computed, not measured: a molecular structure, C16H11AuGeN3Se4, with wB97M-V/def2-TZVPD.

Properties
E_tot = -342836.6476 eV
gap between HOMO and LUMO = 6.4568 eV
highest occupied orbital energy = -5.03 eV

The geometry in ORCA input format:
```
! RIJCOSX wB97M-V def2-TZVPD def2/J DEFGRID3
* xyz -1 1
Au 0.202 0.440 -0.167
Se 1.337 -1.649 1.039
Se 2.763 -0.139 2.095
Se 1.275 1.234 3.238
Se 0.075 2.206 1.473
Ge -1.792 -0.131 1.156
C -2.328 -1.826 0.331
C -3.557 -2.317 0.773
C -4.080 -3.494 0.260
C -3.380 -4.197 -0.710
C -2.156 -3.721 -1.155
C -1.631 -2.547 -0.633
C -1.819 -0.316 3.082
C -2.406 0.694 3.840
C -2.481 0.589 5.221
C -1.970 -0.534 5.857
C -1.391 -1.548 5.109
C -1.316 -1.441 3.728
H -2.825 0.942 0.761
H -4.118 -1.780 1.532
H -5.035 -3.861 0.615
H -3.788 -5.111 -1.120
H -1.608 -4.257 -1.918
H -0.676 -2.192 -0.996
H -2.788 1.583 3.350
H -2.932 1.385 5.801
H -2.020 -0.615 6.935
H -0.983 -2.422 5.601
H -0.837 -2.223 3.152
N 0.026 -0.028 -2.275
C -0.553 -0.116 -3.278
C -1.209 -0.225 -4.490
C -1.383 -1.501 -5.068
N -1.521 -2.544 -5.542
C -1.703 0.937 -5.120
N -2.105 1.889 -5.635
*
```

Atom charges from the Mulliken analysis, given in e for atoms 1 to 5: atom 1 (Au): 0.55, atom 2 (Se): -0.41, atom 3 (Se): -0.15, atom 4 (Se): -0.09, atom 5 (Se): -0.39



5.
Computed, not measured: a molecular structure, C16H11BrN4O4PtSe at a distorted geometry, with wB97M-V/def2-TZVPD.

Properties
⟨S²⟩ = 6.04
E_tot = -169529.8739 eV
energy above the lowest of the compared OMol25 structures with the same formula, charge and spin = 37.1 kcal/mol
gap between HOMO and LUMO (spin up / spin down) = 5.7550 / 3.3400 eV
highest occupied orbital energy (spin up / spin down) = -13.14 / -14.87 eV

The geometry in ORCA input format:
```
! RIJCOSX wB97M-V def2-TZVPD def2/J DEFGRID3
* xyz 2 5
Pt 11.801 9.133 4.530
Br 13.943 6.449 3.724
C 14.689 8.172 4.196
C 16.086 8.340 4.248
C 16.568 9.620 4.337
C 15.648 10.713 4.308
C 14.365 10.417 4.694
N 13.830 9.127 4.514
C 13.188 11.482 4.779
O 13.425 12.602 5.051
O 12.026 10.964 4.215
H 16.646 7.381 4.283
H 17.632 9.799 4.254
H 15.967 11.775 4.200
Se 8.492 8.597 3.482
N 9.785 9.766 4.212
C 9.089 10.620 5.093
C 9.478 11.802 6.180
C 8.494 12.616 6.740
C 7.171 12.564 6.237
C 6.751 11.606 5.293
C 7.751 10.415 5.051
N 7.362 9.203 4.526
H 10.536 12.312 6.417
H 8.775 13.530 7.391
H 6.470 13.287 6.719
H 5.697 11.237 5.442
O 9.192 6.750 4.919
C 10.257 6.475 5.336
C 10.494 5.231 6.106
C 11.908 5.329 6.669
C 12.382 6.751 6.330
O 13.251 7.481 6.693
N 11.498 7.318 5.371
H 10.424 4.385 5.384
H 9.679 5.266 6.898
H 12.593 4.595 6.165
H 11.952 5.185 7.771
*
```

Atom charges from the Mulliken analysis, given in e for atoms 1 to 5: atom 1 (Pt): 0.93, atom 2 (Br): 0.02, atom 3 (C): 0.72, atom 4 (C): -0.53, atom 5 (C): -0.31



Look up the E_tot of the first one.
-43482.0511 eV



E_tot of number 2 (C16H10GaN5O7S3)?
-123419.8271 eV



Repeat the fourth record exactly.
Computed, not measured: a molecular structure, C16H11AuGeN3Se4, with wB97M-V/def2-TZVPD.

Properties
E_tot = -342836.6476 eV
gap between HOMO and LUMO = 6.4568 eV
highest occupied orbital energy = -5.03 eV

The geometry in ORCA input format:
```
! RIJCOSX wB97M-V def2-TZVPD def2/J DEFGRID3
* xyz -1 1
Au 0.202 0.440 -0.167
Se 1.337 -1.649 1.039
Se 2.763 -0.139 2.095
Se 1.275 1.234 3.238
Se 0.075 2.206 1.473
Ge -1.792 -0.131 1.156
C -2.328 -1.826 0.331
C -3.557 -2.317 0.773
C -4.080 -3.494 0.260
C -3.380 -4.197 -0.710
C -2.156 -3.721 -1.155
C -1.631 -2.547 -0.633
C -1.819 -0.316 3.082
C -2.406 0.694 3.840
C -2.481 0.589 5.221
C -1.970 -0.534 5.857
C -1.391 -1.548 5.109
C -1.316 -1.441 3.728
H -2.825 0.942 0.761
H -4.118 -1.780 1.532
H -5.035 -3.861 0.615
H -3.788 -5.111 -1.120
H -1.608 -4.257 -1.918
H -0.676 -2.192 -0.996
H -2.788 1.583 3.350
H -2.932 1.385 5.801
H -2.020 -0.615 6.935
H -0.983 -2.422 5.601
H -0.837 -2.223 3.152
N 0.026 -0.028 -2.275
C -0.553 -0.116 -3.278
C -1.209 -0.225 -4.490
C -1.383 -1.501 -5.068
N -1.521 -2.544 -5.542
C -1.703 0.937 -5.120
N -2.105 1.889 -5.635
*
```

Atom charges from the Mulliken analysis, given in e for atoms 1 to 5: atom 1 (Au): 0.55, atom 2 (Se): -0.41, atom 3 (Se): -0.15, atom 4 (Se): -0.09, atom 5 (Se): -0.39



What is the E_tot in the fifth record?
-169529.8739 eV